No. 1
Molecular formula: C14H14N6PtS
Method: DFT, wB97M-V/def2-TZVPD

Geometry as XYZ:
```
36
C14H14N6PtS (wB97M-V/def2-TZVPD)
Pt 0.0292 -0.0030 -0.0141
N -0.8454 0.6489 1.8380
C -2.2369 0.1504 1.9870
C -2.9092 0.3379 0.6285
N -2.0592 -0.3731 -0.3612
H -0.2705 0.4581 2.6540
H -0.8714 1.6624 1.7425
H -2.7824 0.6784 2.7683
H -2.1817 -0.9018 2.2664
H -2.9439 1.3881 0.3387
H -3.9302 -0.0418 0.6430
H -2.3523 -0.2086 -1.3202
H -2.1495 -1.3756 -0.2070
S 6.6814 -0.6303 -3.3986
N 6.1116 -1.3903 -2.0994
C 4.8861 -0.9246 -1.9085
C 3.9918 -1.3289 -0.8301
C 4.2932 -2.2763 0.1529
C 3.3463 -2.5737 1.1108
C 2.1226 -1.9093 1.0949
N 1.8357 -0.9994 0.1662
C 2.7474 -0.7202 -0.7911
C 2.3292 0.2396 -1.7909
N 1.0756 0.7230 -1.6467
C 0.6314 1.6478 -2.4951
C 1.4242 2.1224 -3.5369
C 2.6958 1.6158 -3.7077
C 3.1698 0.6520 -2.8126
C 4.4919 0.0390 -2.8618
N 5.4223 0.3019 -3.7675
H 5.2596 -2.7645 0.1428
H 3.5389 -3.3039 1.8836
H 1.3645 -2.1055 1.8405
H -0.3757 2.0105 -2.3427
H 1.0239 2.8722 -4.2039
H 3.3348 1.9529 -4.5142
```

Computed properties:
Energy above the lowest of the compared OMol25 structures with the same formula, charge and spin in kcal/mol: 40.9
Max |F| in eV Å⁻¹: 1.308
HOMO level (alpha / beta) in eV: -15.05 / -15.05
Molecular weight in g/mol: 493.45
E_LUMO (alpha / beta) in eV: -7.727 / -7.728
Total charge: +2
Spin multiplicity: 1

No. 2
Molecular formula: C14H15BCl4N2O
Method: DFT, wB97M-V/def2-TZVPD

Geometry as XYZ:
```
37
C14H15BCl4N2O (wB97M-V/def2-TZVPD)
Cl 1.5593 3.6327 -3.0063
B 1.1349 3.1836 -1.2634
Cl 1.9861 4.3318 -0.0719
Cl -0.6797 3.1379 -0.9126
O 1.6104 1.8056 -1.0329
C 1.4959 1.2387 0.1480
C 2.7121 0.4860 0.5720
C 2.9745 0.2039 1.9283
C 4.1528 -0.4797 2.2823
C 5.0135 -0.9355 1.2725
Cl 6.3870 -1.8854 1.7107
C 4.8167 -0.5816 -0.0613
C 3.6551 0.1217 -0.3965
H 0.9148 1.8315 0.9315
H 2.2079 0.5061 2.6530
H 4.3753 -0.7300 3.3253
H 5.5205 -0.9007 -0.8256
H 3.4682 0.3553 -1.4394
C -4.1803 -2.0041 -1.6663
N -3.8190 -1.2844 -0.4453
C -4.9176 -0.9753 0.4841
C -2.5367 -0.8430 -0.2034
C -2.2369 0.0222 0.8930
C -0.9478 0.5837 1.0179
N 0.1080 0.2928 0.2030
C -0.1902 -0.4027 -0.9137
C -1.4374 -1.0957 -1.0965
H -3.3462 -1.9164 -2.3696
H -4.3847 -3.0720 -1.4874
H -5.0930 -1.5751 -2.1188
H -4.4727 -0.6839 1.4439
H -5.5634 -0.1513 0.1266
H -5.5789 -1.8537 0.6406
H -3.0030 0.3693 1.6025
H -0.7556 1.3684 1.7435
H 0.5765 -0.3745 -1.6902
H -1.5258 -1.7261 -1.9775
```

Computed properties:
Max |F| in eV Å⁻¹: 3.535
HOMO level in eV: -9.17
Molecular weight in g/mol: 379.91
E_LUMO in eV: -0.164
Total charge: 0
Spin multiplicity: 1

No. 3
Molecular formula: C14H15Cl2NO6
Method: DFT, wB97M-V/def2-TZVPD

Geometry as XYZ:
```
38
C14H15Cl2NO6 (wB97M-V/def2-TZVPD)
O -0.7764 -3.3317 3.8429
C -0.7545 -3.0983 2.6745
O -1.4826 -3.8641 1.8253
C 0.1100 -1.9528 2.1752
C 0.4870 -1.9072 0.6814
N 0.4785 -0.5582 0.1407
C -0.6862 0.1965 0.2005
O -1.8065 -0.2312 0.2480
C -0.2389 1.6222 0.1847
C -0.9900 2.7805 0.2610
C -0.3096 3.9972 0.2192
C 1.0811 4.0287 0.0826
C 1.8056 5.3564 0.0034
O 1.0852 6.4172 0.6024
O 0.4609 7.1456 -0.4608
C 1.8160 2.8430 0.0133
C 1.1347 1.6437 0.0790
C 1.6289 0.2299 0.0627
O 2.7521 -0.1671 -0.0009
H -1.9713 -3.3202 1.1823
H -0.4029 -1.0505 2.5014
H 1.0288 -1.9986 2.7491
H 1.4391 -2.3961 0.5263
H -0.2315 -2.4763 0.1041
H -2.0620 2.6968 0.3576
H -0.8839 4.9032 0.2983
H 2.7761 5.2711 0.4864
H 1.9699 5.6334 -1.0350
H -0.4475 7.2328 -0.1438
H 2.8932 2.8544 -0.0818
Cl -1.9418 -3.3926 -1.1429
C -1.8754 -4.4198 -2.6004
C -0.7750 -5.4432 -2.5051
Cl 0.8387 -4.6883 -2.5589
H -1.7450 -3.7668 -3.4590
H -2.8392 -4.9183 -2.6863
H -0.8387 -6.1277 -3.3492
H -0.8452 -6.0162 -1.5843
```

Computed properties:
Energy above the lowest of the compared OMol25 structures with the same formula, charge and spin in kcal/mol: 0.0
Max |F| in eV Å⁻¹: 1.035
HOMO level in eV: -9.79
SMILES: O=C(O)CCN1C(=O)c2ccc(COO)cc2C1=O.ClCCCl
Molecular weight in g/mol: 364.18
E_LUMO in eV: -0.421
Total charge: 0
Spin multiplicity: 1

No. 4
Molecular formula: C14H15Cl3F5N4OsS
Method: DFT, wB97M-V/def2-TZVPD

Geometry as XYZ:
```
43
C14H15Cl3F5N4OsS (wB97M-V/def2-TZVPD)
Os 0.2827 0.2769 0.2707
C -2.3720 1.5949 0.9057
C -1.4456 2.7892 1.1717
N -0.0708 2.5644 0.6642
C 0.2609 3.2993 -0.5906
C 1.0778 2.4312 -1.5151
N 0.4755 1.0742 -1.6540
C -0.8050 0.9897 -2.4152
C -2.0092 1.3304 -1.5500
N -1.8638 0.7433 -0.1865
H -3.3776 1.9561 0.6774
H -2.4428 0.9846 1.8051
H -1.4143 2.9464 2.2484
H -1.8495 3.7032 0.7354
H 0.6063 2.8071 1.3807
H 0.8325 4.2036 -0.3765
H -0.6557 3.6196 -1.0758
H 2.0764 2.2989 -1.0957
H 1.1861 2.9092 -2.4915
H 1.1438 0.5767 -2.2369
H -0.9021 -0.0358 -2.7723
H -0.7709 1.6442 -3.2885
H -2.9015 0.9360 -2.0379
H -2.1594 2.4015 -1.4584
H -2.3651 -0.1412 -0.1559
F 1.2820 -6.1979 -1.7945
C 1.5290 -5.0222 -1.3591
C 0.4563 -4.1047 -1.2012
F -0.7705 -4.4633 -1.4683
C 0.7354 -2.8463 -0.7590
F -0.2520 -1.9451 -0.5986
C 2.0413 -2.4221 -0.4523
S 2.3714 -0.8589 0.0989
C 3.1025 -3.3596 -0.6201
F 4.3199 -2.9868 -0.3637
C 2.8467 -4.6468 -1.0481
F 3.8195 -5.5017 -1.1749
Cl 0.5596 -2.0414 5.2800
C -0.3889 -0.6724 4.6910
Cl -2.1257 -0.9309 4.9502
Cl 0.1518 0.8569 5.4399
C -0.1816 -0.4848 3.2698
N -0.0335 -0.2759 2.1515
```

Computed properties:
Energy above the lowest of the compared OMol25 structures with the same formula, charge and spin in kcal/mol: 40.3
Max |F| in eV Å⁻¹: 2.289
HOMO level (alpha / beta) in eV: -18.80 / -18.81
Molecular weight in g/mol: 662.95
E_LUMO (alpha / beta) in eV: -13.485 / -13.484
Total charge: +3
Spin multiplicity: 1

Going through the records in order, we get electronic energy values of -1387.439358, -2592.976698, -1969.010672, -3129.119588 hartree.